## a
Formula: C6H11N
Source: the Open Molecules 2025 dataset
Level of theory: the ωB97M-V functional and the def2-TZVPD basis

Structure (ORCA input):
```
! wB97M-V def2-TZVPD RIJCOSX def2/J DEFGRID3
* xyz 0 1
C 1.64764 0.15684 -1.24246
C 2.41032 0.61369 -2.31671
C -0.19181 0.44461 0.23991
C -0.87196 1.56952 1.00228
C -1.33128 -1.57132 1.37630
C -0.86763 -0.93543 0.07678
N 0.85197 0.86528 -0.40906
H 1.77691 -0.94451 -1.03884
H 2.45574 1.70469 -2.69123
H 3.14106 -0.03409 -2.70800
H -1.83977 1.20766 1.29725
H -0.81540 2.43577 0.41831
H -0.25684 1.84723 2.01383
H -0.54755 -1.44836 2.15400
H -1.49347 -2.60938 1.06569
H -2.29223 -1.07714 1.66611
H -1.65171 -0.68002 -0.63190
H -0.12399 -1.54504 -0.27227
*
```

Values from the calculation:
Highest occupied orbital energy in eV: -8.377
SMILES: C=C/N=C(/C)CC
Gap between HOMO and LUMO in eV: 9.092
Molar mass in g mol⁻¹: 97.2


## b
Formula: C6H11N
Source: the Open Molecules 2025 dataset
Level of theory: the ωB97M-V functional and the def2-TZVPD basis

Structure (ORCA input):
```
! wB97M-V def2-TZVPD RIJCOSX def2/J DEFGRID3
* xyz 0 1
C 2.76978 -0.60762 0.24968
C 1.69603 0.50159 0.21031
N -0.97286 1.37194 -0.73932
C -0.82705 0.26017 0.06217
C 0.35638 -0.10047 0.56134
C -3.14344 -0.53809 -0.38035
C -1.99756 -0.60750 0.27961
H 3.63606 -0.32713 -0.34595
H 2.34499 -1.51971 -0.16910
H 2.99223 -0.85154 1.29118
H 1.99921 1.32878 0.85361
H 1.69563 0.84381 -0.81748
H -0.14419 1.84786 -1.03786
H -1.88128 1.72202 -0.96722
H 0.44097 -0.91520 1.27515
H -3.91988 -1.26312 -0.20934
H -3.29077 0.20733 -1.14675
H -1.75427 -1.35311 1.03031
*
```

Values from the calculation:
Highest occupied orbital energy in eV: -7.716
SMILES: C=C/C(N)=C/CC
Gap between HOMO and LUMO in eV: 8.819
Molar mass in g mol⁻¹: 97.2


Stability, highest: b


## a
Formula: C3H14NO3
Source: the Open Molecules 2025 dataset
Level of theory: the ωB97M-V functional and the def2-TZVPD basis

Structure (ORCA input):
```
! wB97M-V def2-TZVPD RIJCOSX def2/J DEFGRID3
* xyz 1 1
C -1.42358 -0.08212 1.09264
C -0.87753 0.30228 -0.24408
C -1.49854 0.86735 -1.26519
N 0.43600 -0.28685 -0.62663
H -2.45864 -0.40810 1.13509
H -0.79648 -0.84755 1.54634
H -1.38272 0.79046 1.75284
H -1.18082 0.95811 -2.29423
H -2.39689 1.45129 -1.08649
H 1.14041 0.25047 -0.08073
H 0.75744 -0.14004 -1.57528
H 0.53721 -1.27557 -0.36240
H -2.05907 -2.25008 -0.52819
H -1.45719 -3.58373 -0.21232
O -1.21497 -2.69429 -0.55798
H 2.92010 -1.07698 1.24776
H 3.58407 -0.01523 1.88134
O 2.68575 -0.17987 1.55914
H 0.45293 2.95242 0.22015
H 1.42491 2.85631 -1.01668
O 1.11531 2.40189 -0.22248
*
```

Values from the calculation:
Highest occupied orbital energy in eV: -14.060
Gap between HOMO and LUMO in eV: 11.086
Molar mass in g mol⁻¹: 112.1


## b
Formula: C3H14NO3
Source: the Open Molecules 2025 dataset
Level of theory: the ωB97M-V functional and the def2-TZVPD basis

Structure (ORCA input):
```
! wB97M-V def2-TZVPD RIJCOSX def2/J DEFGRID3
* xyz 1 1
C -1.13490 1.23330 0.28220
C 0.29764 1.00828 0.03051
C 1.29343 1.80074 -0.30935
N 0.73589 -0.40884 0.34047
H -1.53167 0.95685 1.25915
H -1.44343 2.28255 0.35902
H -1.70275 0.83513 -0.55997
H 2.30940 1.48000 -0.50022
H 1.16410 2.87513 -0.34728
H 1.30192 -0.77697 -0.41953
H -0.05625 -1.04522 0.44781
H 1.16443 -0.47311 1.24572
H 1.83148 0.34030 -5.17505
H 1.52810 -1.07944 -4.84391
O 1.61673 -0.21889 -4.41877
H 1.20110 -2.65199 2.89849
H 1.13270 -3.33588 1.51121
O 1.45766 -2.55821 1.97650
H -4.38866 0.25501 2.04397
H -3.19924 -0.43580 2.49679
O -3.57766 -0.08293 1.68223
*
```

Values from the calculation:
Highest occupied orbital energy in eV: -14.190
Gap between HOMO and LUMO in eV: 10.989
Molar mass in g mol⁻¹: 112.1


## c
Formula: C3H14NO3
Source: the Open Molecules 2025 dataset
Level of theory: the ωB97M-V functional and the def2-TZVPD basis

Structure (ORCA input):
```
! wB97M-V def2-TZVPD RIJCOSX def2/J DEFGRID3
* xyz 1 1
C 1.15334 -0.87655 -0.89533
O 1.72019 -0.24770 0.20499
C -0.31450 -1.11477 -0.34994
C -1.14956 -2.36497 -0.70613
N -0.19104 -0.95298 1.16286
H 1.25973 -0.28917 -1.72412
H 1.57873 -1.92257 -0.92582
H 2.70191 -0.19097 0.28891
H -0.76874 -0.15975 -0.67868
H -0.93374 -3.25947 -0.24885
H -1.07754 -2.43862 -1.79530
H -2.21356 -2.21760 -0.72061
H 0.41072 -1.67853 1.45845
H 0.29126 0.01455 1.44158
H -1.12857 -1.00613 1.65137
H 0.26161 2.63846 1.01356
H -0.68393 2.24087 2.14003
O -0.28158 1.86074 1.32140
H -1.34009 2.98734 -1.81157
H -0.90921 3.37858 -0.37183
O -0.71948 2.72590 -1.04497
*
```

Values from the calculation:
Highest occupied orbital energy in eV: -14.563
Gap between HOMO and LUMO in eV: 11.561
Molar mass in g mol⁻¹: 112.1


## d
Formula: C3H14NO3
Source: the Open Molecules 2025 dataset
Level of theory: the ωB97M-V functional and the def2-TZVPD basis

Structure (ORCA input):
```
! wB97M-V def2-TZVPD RIJCOSX def2/J DEFGRID3
* xyz 1 1
C 0.13882 -0.99777 0.53619
C 1.61576 -0.97244 0.10079
C 2.37115 0.03696 0.98067
O 1.80254 1.43106 0.68563
N -0.57325 0.25197 0.10668
H -0.33675 -1.88419 0.13301
H 0.10167 -1.07690 1.62435
H 1.72800 -0.91191 -0.97479
H 1.98115 -1.92494 0.50289
H 3.43237 0.04635 0.73842
H 2.21456 -0.26253 2.01714
H 1.91047 1.85552 1.55462
H -0.51306 0.31230 -0.92029
H -1.60131 0.39014 0.29941
H 0.01497 1.05492 0.43360
H -2.77177 -0.31632 1.09410
H -3.51402 0.82925 1.63102
O -3.25556 0.46065 0.76452
H -0.49658 -0.38088 -3.60265
H -1.89207 -0.79916 -3.13027
O -1.11638 -0.29055 -2.87106
*
```

Values from the calculation:
Highest occupied orbital energy in eV: -14.853
Gap between HOMO and LUMO in eV: 11.857
Molar mass in g mol⁻¹: 112.1


Stability, highest: d


## a
Formula: C3H6N2O2
Source: the Open Molecules 2025 dataset
Level of theory: the ωB97M-V functional and the def2-TZVPD basis

Structure (ORCA input):
```
! wB97M-V def2-TZVPD RIJCOSX def2/J DEFGRID3
* xyz 0 1
C 2.64201 -0.31030 0.02337
C 1.70574 0.82927 -0.00923
C -1.03109 -1.10194 -0.14368
H 2.12510 -1.22610 0.15249
H 3.40740 -0.35602 -0.80141
H 3.38212 -0.35360 0.92771
H 2.01196 1.94579 -0.09513
H -1.29731 -2.14590 0.18771
H -1.23112 1.37243 0.16572
N 0.45156 0.67566 0.04086
N -2.13938 -0.42595 0.15384
O 0.16128 -0.69823 -0.08270
O -2.22170 1.01238 -0.05764
*
```

Values from the calculation:
Highest occupied orbital energy in eV: -8.865
SMILES: C/C=N\O/C=N\O
Gap between HOMO and LUMO in eV: 9.336
Molar mass in g mol⁻¹: 102.1


## b
Formula: C3H6N2O2
Source: the Open Molecules 2025 dataset
Level of theory: the ωB97M-V functional and the def2-TZVPD basis

Structure (ORCA input):
```
! wB97M-V def2-TZVPD RIJCOSX def2/J DEFGRID3
* xyz 0 1
C 1.75495 -1.45902 0.18039
C 0.54574 0.69621 -0.05955
C -2.66854 -0.60282 0.00577
H 1.16354 -1.50287 1.24097
H 1.22568 -1.94466 -0.71690
H 2.86334 -1.77837 0.16444
H 2.42981 0.68323 0.36322
H -2.64910 -1.73405 0.15085
H -3.65900 -0.21165 0.16713
N 1.73153 0.06251 -0.33615
N -1.63793 0.21752 -0.05060
O 0.43560 1.85852 0.17868
O -0.41340 -0.26828 -0.10644
*
```

Values from the calculation:
Highest occupied orbital energy in eV: -10.340
SMILES: C=NOC(=O)NC
Gap between HOMO and LUMO in eV: 11.109
Molar mass in g mol⁻¹: 102.1


Stability, highest: b


## a
Formula: C3H6N2O2
Source: the Open Molecules 2025 dataset
Level of theory: the ωB97M-V functional and the def2-TZVPD basis

Structure (ORCA input):
```
! wB97M-V def2-TZVPD RIJCOSX def2/J DEFGRID3
* xyz 0 1
C 0.28936 -0.23078 -0.03101
C -2.08064 -0.93286 -0.73276
C 2.14328 0.97687 0.83511
N -1.12955 0.04685 -0.38462
N 0.75213 0.95137 0.26606
O 0.92637 -1.27578 -0.23505
O -1.37891 1.22938 -0.44757
H -3.07364 -0.56041 -0.56382
H -2.09704 -1.34763 -1.74835
H -1.68862 -1.88176 -0.19812
H 1.90211 1.27212 1.88534
H 2.63966 -0.05584 0.90840
H 2.79550 1.80848 0.44637
*
```

Values from the calculation:
Highest occupied orbital energy (alpha / beta) in eV: -9.618 / -8.493
Gap between HOMO and LUMO (alpha / beta) in eV: 8.902 / 6.287
Molar mass in g mol⁻¹: 102.1


## b
Formula: C3H6N2O2
Source: the Open Molecules 2025 dataset
Level of theory: the ωB97M-V functional and the def2-TZVPD basis

Structure (ORCA input):
```
! wB97M-V def2-TZVPD RIJCOSX def2/J DEFGRID3
* xyz 0 1
C 0.32663 -1.75837 0.45412
C -0.19370 0.40027 -0.07976
C 0.16295 1.89297 0.11305
H -0.58843 -2.12356 0.90363
H 1.17961 -2.37992 0.87995
H 0.27287 -2.05057 -0.63118
H -1.13320 -0.70992 -1.62024
H -1.42276 1.04315 -1.51545
H 1.41196 1.04100 1.16627
N 0.54429 -0.37835 0.62128
N -1.22554 0.18761 -0.96627
O 1.16430 2.01903 0.98846
O -0.49897 2.81666 -0.31385
*
```

Values from the calculation:
Highest occupied orbital energy in eV: -10.202
SMILES: C/N=C(\N)C(=O)O
Gap between HOMO and LUMO in eV: 10.770
Molar mass in g mol⁻¹: 102.1


Stability, highest: b


## a
Formula: C3H6N2O2
Source: the Open Molecules 2025 dataset
Level of theory: the ωB97M-V functional and the def2-TZVPD basis

Structure (ORCA input):
```
! wB97M-V def2-TZVPD RIJCOSX def2/J DEFGRID3
* xyz 0 1
C 0.08374 1.21191 0.94288
C -1.02069 0.37688 1.47308
C 0.62166 -1.07483 -1.72795
N 0.57733 0.62582 -0.27522
N 0.23846 -0.55876 -0.45041
O -0.37722 -1.28793 0.36763
O -2.14479 0.54060 1.15437
H 0.93418 1.53391 1.47583
H -0.37263 2.25328 0.71874
H -0.83468 -0.25856 2.46341
H 1.47102 -0.52105 -1.97177
H 0.76544 -2.10848 -1.57724
H 0.05819 -0.73280 -2.59334
*
```

Values from the calculation:
Highest occupied orbital energy in eV: -9.238
SMILES: C/[N+]([O-])=N/CC=O
Gap between HOMO and LUMO in eV: 9.675
Molar mass in g mol⁻¹: 102.1


## b
Formula: C3H6N2O2
Source: the Open Molecules 2025 dataset
Level of theory: the ωB97M-V functional and the def2-TZVPD basis

Structure (ORCA input):
```
! wB97M-V def2-TZVPD RIJCOSX def2/J DEFGRID3
* xyz 0 1
C 0.35098 1.59489 1.38144
O 0.94992 0.76036 0.39554
C 0.06831 0.12315 -0.42746
N -0.77165 0.64313 -1.21884
N 0.23542 -1.24945 -0.31528
C -0.38584 -2.20394 -1.09813
O -0.22520 -3.38807 -0.91758
H -0.09401 0.97469 2.16631
H -0.42035 2.23183 0.94098
H 1.14647 2.21389 1.79231
H -0.69789 1.65818 -1.21315
H 0.86779 -1.58423 0.39761
H -1.02394 -1.77444 -1.88375
*
```

Values from the calculation:
Highest occupied orbital energy in eV: -10.046
SMILES: [H]/N=C(/NC=O)OC
Gap between HOMO and LUMO in eV: 10.738
Molar mass in g mol⁻¹: 102.1


## c
Formula: C3H6N2O2
Source: the Open Molecules 2025 dataset
Level of theory: the ωB97M-V functional and the def2-TZVPD basis

Structure (ORCA input):
```
! wB97M-V def2-TZVPD RIJCOSX def2/J DEFGRID3
* xyz 0 1
C 0.85649 -1.31449 0.94460
C -0.03594 0.16757 -1.11457
C -0.19393 0.52681 0.36125
N -0.46039 1.07196 -2.00651
O 0.00999 -1.84205 1.84450
N -0.88287 1.57058 0.61252
O 0.66386 -0.81490 -1.36603
H -0.68363 -1.19974 2.06859
H -0.95479 1.87678 -1.63581
H -0.30099 0.95004 -2.99319
H -0.93606 1.74258 1.62124
H 1.30585 -2.09897 0.35149
H 1.61243 -0.63615 1.31194
*
```

Values from the calculation:
Highest occupied orbital energy in eV: -8.436
Gap between HOMO and LUMO in eV: 8.849
Molar mass in g mol⁻¹: 102.1


## d
Formula: C3H6N2O2
Source: the Open Molecules 2025 dataset
Level of theory: the ωB97M-V functional and the def2-TZVPD basis

Structure (ORCA input):
```
! wB97M-V def2-TZVPD RIJCOSX def2/J DEFGRID3
* xyz 0 1
N -2.12864 -0.17497 -0.21252
C -0.81604 -0.12533 -0.10184
O -0.27056 0.98181 -0.51299
C 0.02512 -1.13842 0.65061
O 0.62199 -0.33649 1.53625
C 1.13268 1.11680 -0.24539
N 1.90396 0.68403 -1.13268
H -2.66017 0.62010 -0.54221
H -2.61895 -1.00567 0.08014
H 0.66992 -1.67442 -0.09069
H -0.68592 -1.90404 1.05169
H 1.30215 1.74005 0.62337
H 2.86586 0.92242 -0.90141
*
```

Values from the calculation:
Highest occupied orbital energy in eV: -8.035
Gap between HOMO and LUMO in eV: 8.529
Molar mass in g mol⁻¹: 102.1


Stability, highest: b